C22H42AsF6Hg2O16S5 | wB97M-V/def2-TZVPD

The total energy is -7199.860077 a.u. The charge is +1. The value obtained for the LUMO energy is -4.75 eV. As for the multiplicity: 1.

Each line ends with the Mulliken charge.
Positions of all 94 atoms, in Å:
Hg: 0.842 -4.848 -21.515  1.882
Hg: -0.784 -1.025 -19.292  2.282
O: -0.329 -1.291 -23.716  -0.465
C: -0.202 -1.952 -22.561  0.213
O: 0.083 -3.158 -22.637  -0.761
O: -0.508 -1.327 -21.481  -0.627
H: -0.953 -0.554 -23.561  0.329
O: -1.060 -3.002 -17.936  -0.391
C: -0.644 -4.164 -18.697  0.609
O: 0.120 -3.851 -19.778  -0.704
O: -1.021 -5.252 -18.263  -0.545
H: -1.545 -3.472 -17.198  0.255
As: 3.692 -2.073 -20.520  1.985
F: 5.118 -2.859 -20.955  -0.487
F: 3.493 -1.548 -22.135  -0.508
F: 2.272 -1.268 -20.097  -0.416
F: 3.778 -2.760 -18.979  -0.550
F: 4.537 -0.667 -20.088  -0.541
F: 2.729 -3.469 -20.997  -0.234
C: 1.773 0.928 -14.306  -0.704
C: 2.790 1.491 -15.300  -0.823
C: 2.576 0.838 -16.656  -0.348
S: 0.819 0.736 -16.792  1.053
O: 0.469 -0.527 -17.484  -0.811
O: 0.247 1.955 -17.252  -0.703
C: 0.514 0.505 -15.041  -0.671
H: 1.532 1.583 -13.469  0.323
H: 2.192 0.054 -13.799  0.321
H: 3.822 1.309 -15.031  0.453
H: 2.690 2.576 -15.374  0.304
H: 3.016 -0.152 -16.756  0.356
H: 2.979 1.491 -17.429  0.229
H: 0.344 -0.562 -14.918  0.217
H: -0.457 0.985 -14.897  0.521
C: 2.501 2.959 -21.091  -0.367
C: 1.496 4.110 -21.060  -0.713
C: 0.236 3.579 -20.471  -0.477
S: 0.130 1.902 -21.128  0.950
O: -0.827 1.808 -22.166  -0.719
O: -0.067 1.003 -19.980  -0.693
C: 1.829 1.727 -21.673  0.033
H: 2.815 2.704 -20.061  0.017
H: 3.462 3.232 -21.522  0.432
H: 1.378 4.394 -22.107  0.303
H: 1.943 4.920 -20.495  0.426
H: -0.686 4.115 -20.639  0.426
H: 0.322 3.322 -19.409  0.180
H: 1.666 1.766 -22.760  0.437
H: 2.165 0.736 -21.399  -0.360
C: 9.126 -3.506 -16.470  -0.664
C: 8.131 -2.891 -17.469  -0.498
C: 6.878 -3.736 -17.367  -0.368
S: 6.585 -3.908 -15.600  1.298
O: 6.202 -5.232 -15.264  -0.710
O: 5.881 -2.738 -15.144  -0.665
C: 8.323 -3.716 -15.172  -0.848
H: 9.968 -2.876 -16.178  0.328
H: 9.592 -4.402 -16.874  0.310
H: 8.601 -3.092 -18.446  0.305
H: 7.950 -1.819 -17.481  0.342
H: 7.113 -4.796 -17.583  0.298
H: 6.015 -3.584 -18.009  0.070
H: 8.646 -4.455 -14.445  0.446
H: 8.334 -2.771 -14.618  0.351
C: 4.745 -4.393 -23.606  -0.055
C: 4.322 -3.292 -24.588  -0.832
C: 2.840 -3.435 -24.821  0.167
S: 2.510 -5.186 -24.695  0.981
O: 2.147 -5.750 -25.927  -0.623
O: 1.690 -5.454 -23.506  -0.644
C: 4.163 -5.654 -24.209  -0.855
H: 4.413 -4.329 -22.568  -0.185
H: 5.833 -4.392 -23.583  0.432
H: 4.774 -3.617 -25.527  0.393
H: 4.584 -2.307 -24.235  0.346
H: 2.441 -3.109 -25.782  0.477
H: 2.200 -2.910 -24.103  -0.396
H: 4.760 -5.912 -25.091  0.356
H: 4.069 -6.577 -23.642  0.479
C: 3.290 -4.479 -15.622  0.226
C: 1.824 -3.891 -15.527  0.174
C: 0.953 -4.947 -14.908  -0.790
S: 1.630 -6.567 -15.375  1.170
O: 0.729 -7.126 -16.326  -0.619
O: 2.032 -7.399 -14.282  -0.686
C: 3.101 -5.878 -16.138  -0.854
H: 3.707 -4.348 -14.640  0.356
H: 3.825 -4.005 -16.438  -0.457
H: 1.521 -3.431 -16.468  -0.228
H: 1.937 -3.053 -14.833  0.128
H: -0.075 -5.103 -15.271  0.352
H: 0.782 -4.925 -13.829  0.424
H: 2.919 -5.901 -17.214  0.317
H: 3.903 -6.574 -15.897  0.533